Formula: C16H24N2O4
Source: the OMol25 dataset
Level of theory: ωB97M-V with the def2-TZVPD basis set

The total energy comes out at -1034.5676 a.u. As for the charge: 0. For the molar mass, the calculation gives 308.4 g mol⁻¹.

Geometry (Å):
H  -0.8842  -2.2183  0.9851
H  2.5134  -1.0186  -4.0742
C  -0.4666  -0.1204  -0.1028
H  -1.6672  4.4676  1.5975
C  1.7515  1.6097  -2.0891
H  3.6367  3.0813  -4.4749
C  -0.6372  -3.7801  -1.8728
C  2.4890  -0.0074  -3.7070
H  0.9072  0.9060  2.0578
H  -2.4904  0.8745  1.2342
H  -2.3033  -1.4508  1.6919
C  -2.0720  3.4784  1.7978
H  3.6922  0.7516  -5.2923
H  -0.7184  2.4612  0.4794
H  -0.8503  -4.3778  -0.9899
H  2.3863  3.6191  -2.4132
O  0.6425  -0.0202  2.0591
C  -1.2173  -1.5206  1.7573
C  -0.8072  -2.1004  3.1125
N  0.8033  -0.4258  -0.4888
C  1.7775  0.2979  -2.5516
H  -1.8337  0.9346  2.8768
C  -1.0233  2.4060  1.5272
H  -0.8724  -0.3688  4.4041
H  -1.1750  -3.1285  3.1477
C  -1.3509  -1.3398  4.3149
H  -0.1480  2.6121  2.1523
H  0.0098  -4.3249  -2.5627
H  1.4409  -0.7593  0.2275
H  -2.4268  -1.2010  4.2304
C  2.4188  2.6038  -2.7800
H  1.1996  1.8552  -1.1952
H  -1.5637  -3.5159  -2.3860
C  0.5806  -1.8473  -2.3690
C  3.1186  2.3032  -3.9354
N  1.1194  -0.7113  -1.8112
H  -1.1490  -1.8969  5.2274
H  -2.3962  3.4425  2.8357
H  -2.9392  3.3262  1.1604
C  -1.5806  1.0118  1.8201
C  -0.6237  -0.1251  1.4312
O  0.0128  -2.6077  -1.4069
O  -1.3659  0.1130  -0.8735
O  0.6343  -2.1552  -3.5285
H  0.2809  -2.1306  3.1701
C  3.1471  0.9970  -4.3932

Forces on atoms 1 to 6 (eV/Å):
H -0.09 -0.02 -0.03
H 0.01 -0.05 -0.01
C 0.21 0.23 0.18
H -0.05 0.12 0.01
C -0.12 -0.07 0.05
H 0.05 0.06 -0.05

Atom charges from the Mulliken analysis, given in e for atoms 1 to 6:
1 H -0.1291
2 H 0.4100
3 C -0.3555
4 H 0.4165
5 C 0.0208
6 H 0.3850